ORCA calculation (ωB97M-V/def2-TZVPD) on the molecule C16H16BrFN2O3.

spin multiplicity: 1
largest force on an atom: 15.768 eV/A
DFT total energy: -3627.90387 Ha
SMILES: COc1ccc(NCC(=O)Nc2ccc(Br)cc2F)c(OC)c1

```
39
Properties=species:S:1:pos:R:3:nbo_charge:R:1
Br 3.1120 -1.4398 0.2171 0.059
F -1.2572 -0.1386 2.6675 -0.402
O -5.0694 -0.6580 0.4016 -0.652
O 0.2775 0.6540 -2.5215 -0.482
O 1.2030 3.5778 1.1866 -0.506
N -2.1838 -0.0364 -1.5831 -0.629
N -2.9941 -1.2892 0.6803 -0.563
C 1.5364 0.7410 -3.1344 -0.293
C 2.4545 3.6613 0.9893 -0.195
C 1.1937 -1.2861 0.1326 -0.052
C -0.9738 -1.9350 -0.3913 -0.143
C -0.7200 -1.0478 1.6112 0.347
C -1.4776 0.8339 -0.8626 0.233
C -3.7814 -0.6649 -0.1426 0.628
C -3.5375 -0.3302 -1.3914 -0.339
C -0.0723 1.1808 -1.5452 0.341
C -1.9202 1.5738 0.1220 -0.374
C -1.6816 -1.3095 0.7885 0.086
C 0.7274 -0.8476 1.4898 -0.232
C 0.7252 2.0256 -0.7985 -0.413
C 0.3442 -2.0196 -0.4102 -0.328
C 0.3474 2.6331 0.3945 0.268
C -1.0118 2.3263 0.6366 -0.207
H -4.1683 0.4727 -1.6685 0.247
H -1.3790 3.0411 1.4789 0.205
H 2.6929 4.1213 -0.0792 0.127
H 2.7962 4.3429 1.9406 0.193
H 1.1708 -0.4443 2.3733 0.258
H -1.7325 -0.3471 -2.5853 0.413
H 1.7331 -0.1577 -4.0374 0.229
H 1.8419 2.0830 -1.0174 0.215
H 1.8409 1.7773 -3.2680 0.212
H 0.8740 -2.4367 -1.4868 0.210
H 2.9329 2.7566 0.9478 0.152
H 2.3877 0.3059 -2.4391 0.197
H -2.8510 1.7488 0.4157 0.237
H -1.6217 -2.5499 -1.3132 0.235
H -3.8562 -1.1175 -2.1708 0.269
H -3.2635 -1.3151 1.7435 0.450
```

ORCA calculation (ωB97M-V/def2-TZVPD) on a 3-piece molecular cluster, C22H56N7O9P3Si overall.

spin multiplicity: 1
largest force on an atom: 7.168 eV/A
DFT total energy: -3245.87095 Ha
SMILES: CC(=O)OCC[C@H]1OC(=O)O[C@]1([Si](C)(C)C)P(=N)(O)O.CN(C)P(=O)(N(C)C)N(C)C.CN(C)P(=O)(N(C)C)N(C)C

```
98
Properties=species:S:1:pos:R:3:mulliken_charge:R:1
P 0.5987 -1.2885 3.5651 0.560
P 4.5282 3.0557 1.8815 0.993
P -2.3391 -1.9655 -5.0946 1.027
Si -0.9105 1.0574 4.9454 0.729
O -2.1125 -3.3965 1.4523 -0.299
O -3.0966 -3.5061 -0.5723 -0.570
O -2.6838 0.5385 2.4414 -0.461
O 2.0014 -0.4807 3.5664 -0.384
O 5.3722 2.6732 3.0672 -0.847
O -1.9925 -0.5295 -4.7861 -0.837
O 0.6463 -2.2691 2.2996 -0.409
O -1.9182 2.1812 1.0173 -0.575
O -0.4837 0.9734 2.3084 -0.191
N 3.0982 3.4274 0.9420 0.062
N -2.4614 -3.7231 -5.0959 -0.012
N 0.3899 -2.1446 4.8362 -0.853
N -4.0046 -1.8521 -4.6180 0.304
N -2.1852 -1.9111 -6.8211 -0.014
N 5.1116 4.6755 1.6875 0.254
N 5.2126 2.0033 0.6888 -0.014
C -1.9421 -0.6634 2.7004 -0.138
C -0.7006 -0.0341 3.3426 1.405
C -2.6345 -1.8536 3.3114 -0.588
C 5.1692 0.5847 1.0231 -1.077
C -2.6268 0.8177 5.7199 -1.292
C 2.0862 2.3507 1.1000 -1.327
C 5.7499 5.2717 2.8566 -1.047
C -0.8621 -1.5356 -7.3114 -1.096
C -1.0213 -2.4123 -0.5369 -0.532
C -2.1719 -3.1498 0.1123 0.798
C -5.0926 -2.0329 -5.5571 -1.222
C 0.3430 0.7242 6.3193 -1.288
C -2.8152 -2.8077 -7.7708 -0.791
C -3.1635 -2.7729 2.1977 -1.040
C 5.7896 5.1157 0.4846 -1.199
C -0.7932 2.9076 4.5604 -1.038
C -3.1240 -4.3742 -3.9460 -1.055
C -1.7353 1.3272 1.8396 0.381
C 2.3954 4.6886 1.2668 -0.996
C -4.3368 -0.7786 -3.6881 -0.950
C 5.1319 2.1667 -0.7502 -0.741
C -1.1077 -4.3375 -5.1500 -0.996
H -3.8945 -2.2823 1.5605 0.362
H -2.6807 -2.4141 -8.7811 0.389
H 0.7368 1.6811 6.6582 0.433
H 0.8956 -3.1209 2.6820 0.278
H 5.3200 0.4276 2.0908 0.315
H -4.1918 -4.1857 -3.9343 0.279
H -0.1298 3.1168 3.7225 0.081
H -5.2790 -1.0096 -3.1838 0.330
H -0.1256 0.2473 7.1762 0.348
H -5.0890 -1.2777 -6.3542 0.322
H -3.3004 1.5522 5.2907 0.324
H -3.6911 -3.5753 2.7097 0.469
H 5.9615 0.0415 0.5039 0.375
H 6.7863 4.9377 2.9820 0.308
H -0.5106 -4.0848 -4.2694 0.265
H -1.1849 -5.4215 -5.2148 0.430
H -0.3760 -2.0154 0.2407 -0.026
H 5.1404 5.0286 -0.3893 0.314
H 1.7571 2.2533 2.1369 0.430
H 5.1999 5.0373 3.7645 0.332
H 2.4881 1.3853 0.7818 0.170
H -6.0519 -1.9716 -5.0378 0.427
H 5.8080 1.4566 -1.2321 0.377
H -3.5826 -0.6877 -2.9102 0.171
H -4.4386 0.1912 -4.1890 0.316
H -0.4314 -3.0558 -1.1794 0.399
H -3.5133 -1.5819 3.8874 0.470
H -2.5035 1.0262 6.7806 0.422
H -2.7065 -4.0552 -2.9896 0.343
H 5.4589 3.1461 -1.0813 0.188
H 1.1575 -2.0276 5.4848 0.305
H 4.1264 1.9837 -1.1549 0.213
H -1.5753 -0.9468 1.7097 -0.062
H -1.7825 3.2826 4.3095 0.309
H 1.4561 4.7320 0.7120 0.405
H 1.2046 0.1308 6.0356 0.254
H -0.3710 3.4355 5.4085 0.450
H 2.1715 4.7773 2.3328 0.330
H -0.4002 -0.7906 -6.6650 0.306
H -3.0158 -5.4584 -4.0227 0.411
H -0.1805 -2.3972 -7.3717 0.319
H -3.8880 -2.8828 -7.6311 0.172
H -2.9927 -0.1988 5.6208 0.294
H 5.7458 6.3608 2.7604 0.327
H -1.3916 -1.5605 -1.0973 0.162
H 4.2079 0.1207 0.7453 0.288
H 6.7267 4.5719 0.3079 0.316
H -2.3940 -3.8231 -7.7596 0.246
H 6.0246 6.1803 0.5533 0.429
H -1.9616 -2.4658 3.9034 0.379
H -5.0752 -3.0334 -5.9946 0.333
H -0.9320 -1.0960 -8.3087 0.365
H 2.9665 5.5575 0.9594 0.299
H -0.5609 -4.0069 -6.0349 0.245
H 1.2131 2.5428 0.4784 0.494
H 2.3405 -0.4983 2.6612 0.137
```